{
  "formula": "C46H97BBr2Cl2INO15P",
  "method": "the ωB97M-V functional and the def2-TZVPD basis",
  "species": ["C", "C", "C", "Br", "C", "C", "C", "B", "C", "O", "P", "O", "Cl", "O", "C", "Br", "I", "C", "C", "C", "O", "C", "C", "C", "C", "C", "C", "N", "O", "C", "C", "O", "Cl", "H", "H", "H", "H", "H", "H", "H", "H", "H", "H", "H", "H", "H", "H", "H", "H", "H", "H", "H", "H", "H", "H", "H", "H", "H", "C", "C", "C", "O", "H", "H", "H", "H", "H", "H", "H", "H", "C", "C", "C", "O", "H", "H", "H", "H", "H", "H", "H", "H", "C", "C", "C", "O", "H", "H", "H", "H", "H", "H", "H", "H", "C", "C", "C", "O", "H", "H", "H", "H", "H", "H", "H", "H", "C", "C", "C", "O", "H", "H", "H", "H", "H", "H", "H", "H", "C", "C", "C", "O", "H", "H", "H", "H", "H", "H", "H", "H", "C", "C", "C", "O", "H", "H", "H", "H", "H", "H", "H", "H", "C", "C", "C", "O", "H", "H", "H", "H", "H", "H", "H", "H", "C", "C", "C", "O", "H", "H", "H", "H", "H", "H", "H", "H"],
  "positions_angstrom": [[-0.536, 6.585, 1.783], [-1.893, 5.714, 1.612], [-2.620, 5.615, 0.175], [-2.867, 7.504, -0.430], [-2.180, 4.495, -0.956], [-3.662, 4.312, -1.737], [-1.142, 4.995, -2.114], [-1.706, 5.746, -3.469], [-1.052, 5.513, -5.008], [-2.787, 6.759, -3.573], [0.252, 6.213, -1.475], [1.581, 5.344, -0.768], [1.146, 7.277, -3.105], [-0.292, 3.982, -2.742], [-0.732, 2.632, -2.743], [1.005, 1.657, -3.234], [-1.917, 2.007, -4.545], [-1.476, 2.070, -1.398], [-0.980, 0.627, -0.925], [0.374, 0.281, -0.169], [0.476, -1.051, 0.145], [1.684, 1.094, 0.328], [3.132, 1.234, -0.495], [4.447, 2.042, 0.053], [4.416, 2.789, 1.513], [3.036, 2.640, 2.400], [1.732, 1.828, 1.832], [-1.747, 3.138, -0.305], [-0.510, 3.348, 0.119], [-2.747, 2.531, 0.617], [-2.347, 1.920, 2.069], [-2.674, 2.592, 3.213], [-1.637, 0.255, 2.493], [-0.448, 6.965, 2.893], [0.380, 5.836, 1.627], [-0.366, 7.476, 1.056], [-1.708, 4.713, 2.189], [-2.683, 6.284, 2.313], [-3.753, 5.336, 0.481], [-4.190, 5.368, -1.922], [-4.476, 3.792, -1.032], [-3.615, 3.630, -2.672], [-1.750, 4.840, -5.681], [0.068, 5.181, -4.984], [-1.035, 6.574, -5.559], [-2.304, 7.611, -3.846], [1.612, 4.379, -1.023], [-2.566, 1.828, -1.843], [-0.972, -0.042, -1.923], [-1.863, 0.095, -0.315], [3.228, 0.716, -1.557], [5.439, 2.135, -0.602], [5.335, 3.414, 1.932], [2.979, 3.129, 3.462], [0.783, 1.787, 2.555], [-0.363, 3.475, 1.075], [-3.681, 3.228, 0.900], [-3.347, 1.612, 0.126], [3.507, -2.961, 3.538], [2.415, -1.981, 3.937], [1.084, -2.345, 3.300], [2.789, -0.667, 3.533], [3.661, -2.954, 2.453], [4.462, -2.679, 3.994], [3.257, -3.980, 3.849], [2.311, -1.971, 5.028], [1.152, -2.317, 2.207], [0.310, -1.625, 3.587], [0.760, -3.345, 3.604], [2.884, -0.666, 2.566], [1.620, -2.358, -6.682], [0.725, -1.248, -7.209], [1.532, -0.018, -7.591], [-0.229, -0.896, -6.210], [2.154, -2.035, -5.780], [1.024, -3.232, -6.400], [2.356, -2.662, -7.433], [0.168, -1.608, -8.081], [2.063, 0.387, -6.722], [0.874, 0.777, -7.957], [2.265, -0.252, -8.369], [0.256, -0.575, -5.432], [1.556, 4.798, -9.538], [0.260, 5.434, -9.062], [-0.247, 6.469, -10.053], [0.476, 6.056, -7.798], [2.346, 5.550, -9.644], [1.915, 4.064, -8.809], [1.419, 4.297, -10.502], [-0.500, 4.658, -8.919], [0.479, 7.281, -10.177], [-1.173, 6.928, -9.691], [-0.438, 6.019, -11.031], [1.150, 6.746, -7.914], [-1.200, -4.906, 1.515], [-2.570, -4.251, 1.439], [-3.233, -4.506, 0.094], [-2.433, -2.846, 1.638], [-0.530, -4.503, 0.748], [-0.730, -4.703, 2.483], [-1.274, -5.990, 1.381], [-3.208, -4.635, 2.242], [-2.634, -4.089, -0.723], [-4.212, -4.018, 0.049], [-3.367, -5.578, -0.082], [-1.869, -2.496, 0.929], [-0.291, -10.431, 0.801], [-1.383, -9.452, 1.201], [-2.714, -9.815, 0.564], [-1.009, -8.137, 0.797], [-0.137, -10.425, -0.284], [0.664, -10.150, 1.257], [-0.541, -11.450, 1.113], [-1.487, -9.442, 2.292], [-2.646, -9.787, -0.530], [-3.488, -9.095, 0.850], [-3.037, -10.816, 0.868], [-0.914, -8.136, -0.170], [7.363, 4.369, -2.534], [6.686, 3.794, -3.768], [5.800, 4.826, -4.445], [5.897, 2.668, -3.392], [6.621, 4.687, -1.793], [7.988, 3.611, -2.049], [7.990, 5.227, -2.792], [7.446, 3.441, -4.474], [5.003, 5.161, -3.772], [5.309, 4.395, -5.325], [6.380, 5.699, -4.761], [5.220, 2.972, -2.766], [-5.077, 6.284, 4.781], [-6.358, 5.833, 4.098], [-6.912, 4.570, 4.738], [-6.097, 5.588, 2.718], [-4.298, 5.518, 4.699], [-4.683, 7.187, 4.302], [-5.248, 6.496, 5.841], [-7.106, 6.632, 4.153], [-6.198, 3.743, 4.654], [-7.827, 4.250, 4.228], [-7.138, 4.731, 5.796], [-5.434, 4.880, 2.660], [1.298, -13.306, 5.288], [1.239, -12.172, 4.277], [1.089, -10.824, 4.965], [0.137, -12.380, 3.398], [0.377, -13.352, 5.880], [1.394, -14.271, 4.779], [2.145, -13.184, 5.970], [2.150, -12.175, 3.668], [0.160, -10.782, 5.545], [1.036, -10.019, 4.224], [1.930, -10.628, 5.637], [-0.676, -12.379, 3.930], [0.263, -3.192, 7.146], [0.769, -4.028, 8.311], [0.785, -3.226, 9.603], [2.087, -4.489, 8.025], [0.912, -2.326, 6.975], [0.269, -3.779, 6.221], [-0.755, -2.836, 7.329], [0.133, -4.911, 8.435], [1.452, -2.361, 9.519], [1.163, -3.837, 10.430], [-0.217, -2.871, 9.860], [2.659, -3.711, 7.914]],
  "forces_ev_per_angstrom": [[1.4065, -0.9802, 0.2734], [-0.1966, 1.4451, 1.7794], [-1.2038, -1.0169, 2.2270], [0.1887, -1.3053, 0.0060], [-3.4361, 2.0896, -1.8561], [-1.1913, -0.6033, 0.9274], [0.7436, -0.2816, -0.7021], [-1.7517, 2.1044, -2.9281], [0.5815, 0.9007, 0.0566], [3.2814, -0.3354, 1.0567], [1.4757, 0.9699, 2.3355], [-2.4122, -0.6356, -2.0458], [-0.6753, -1.3255, 0.4190], [-1.2431, -2.9551, 1.2644], [1.3405, 0.4484, -0.2283], [-0.8038, 0.6289, 0.8093], [-0.0687, 0.3345, 0.8757], [-2.3551, -1.5923, -2.9423], [-0.9791, -1.1884, -0.2621], [2.2253, -6.8576, 2.2092], [-0.9992, 8.0345, -2.1253], [3.8932, 3.1747, 2.0268], [-0.2464, 1.1328, 2.2211], [-3.0791, 0.2640, 2.5527], [-3.7430, -2.3381, -1.4073], [0.3629, -1.5592, -3.7804], [2.3207, 0.5003, -1.7035], [-1.2461, -0.5559, -2.2279], [3.6288, 0.3293, 1.7051], [-4.3009, -1.9684, 2.3834], [-1.1112, 3.0141, 7.6495], [1.9510, -3.8009, -8.2571], [-1.0594, 2.3701, -1.6108], [-0.3428, -0.7632, -2.2376], [-1.7446, 1.7785, 0.2603], [-0.6796, -1.6896, 1.3345], [-0.5838, 1.4937, -1.3694], [1.4802, -1.4123, -1.7631], [2.6649, 0.5341, -0.9688], [1.7916, -2.2486, 0.0500], [1.9466, 0.9367, -1.2551], [0.0917, 1.5113, 1.3206], [1.5832, 1.2365, 1.4542], [-2.2457, 0.1871, -0.3613], [-0.1516, -2.2667, 1.2363], [-1.2830, -1.7826, 0.1773], [0.1355, 1.1434, 0.1218], [2.3785, 0.6632, 1.2011], [0.1464, 1.6870, 2.1424], [2.1437, 1.2423, -1.0785], [-0.2457, 1.2078, 2.5884], [-2.5453, -0.4526, 1.4743], [-2.2417, -1.6012, -1.0738], [0.0529, -1.1449, -2.3102], [2.3226, -0.0919, -1.7500], [-0.5644, 0.1151, 0.0406], [2.7336, -1.0168, -0.6600], [1.7909, 2.1126, 0.6490], [0.2467, -0.1396, 0.2158], [0.0151, -0.2544, -0.6237], [-0.2220, -0.0555, 0.0797], [0.0127, 0.3473, 0.0286], [-0.1653, -0.0235, 0.0475], [-0.1720, -0.0497, 0.0104], [0.0525, 0.0908, -0.0639], [0.0817, 0.2077, -0.1542], [0.0983, -0.0930, 0.1122], [0.0675, -0.1127, 0.1013], [0.0023, 0.1425, -0.0504], [-0.0479, -0.0330, 0.3480], [-0.0660, -0.3606, -0.0725], [0.5914, 0.1274, 0.3234], [-0.0765, 0.2129, -0.2871], [-0.3497, 0.1268, 0.2456], [0.0351, 0.1051, -0.1255], [0.0671, 0.1201, -0.1237], [-0.0540, 0.0228, 0.1306], [-0.1109, 0.0902, 0.2499], [0.0467, -0.1527, -0.0197], [0.0651, -0.1452, -0.0186], [-0.0532, 0.0684, 0.1116], [-0.1203, -0.1438, -0.3697], [0.0884, -0.3521, 0.0403], [0.4756, 0.4115, -0.3802], [-0.3507, 0.0564, -0.0841], [0.0177, 0.1133, 0.3425], [-0.1481, 0.0226, -0.0892], [-0.1096, 0.0494, -0.1076], [0.0663, 0.0676, 0.0963], [0.0835, 0.1514, 0.2025], [0.0511, -0.1657, -0.0311], [0.0949, -0.1364, -0.0611], [0.0322, 0.0998, 0.0898], [-0.2822, -0.3146, -0.0226], [0.0354, -0.2334, 0.2808], [0.5308, -0.2169, -0.5375], [-0.3734, -0.0439, -0.0387], [-0.1205, 0.6883, 0.0877], [-0.1180, -0.0046, -0.0671], [-0.1435, -0.0542, -0.1117], [0.0708, 0.1777, 0.0199], [0.0681, 0.2738, -0.0409], [0.1125, -0.1095, 0.0885], [0.0791, -0.1174, 0.0624], [0.0359, 0.1288, -0.0147], [-0.0556, -0.3028, 0.2697], [0.1825, -0.1704, 0.1587], [0.0709, -0.4173, -0.6457], [-0.3270, 0.0495, 0.1576], [0.0228, 0.3663, -0.0772], [-0.1716, 0.0253, 0.0123], [-0.1845, -0.0957, 0.0324], [0.1351, 0.1758, -0.0368], [0.0831, 0.2117, -0.1428], [0.1115, -0.1091, 0.0795], [0.0936, -0.1177, 0.0408], [0.0194, 0.1090, -0.0815], [-0.0196, -0.0880, 0.4163], [0.3431, -0.0916, 0.1038], [-0.2962, 0.4995, 0.3523], [-0.0527, 0.0331, -0.3631], [-0.2102, -0.3852, 0.1444], [-0.0486, 0.0959, -0.1436], [-0.0184, 0.1013, -0.1456], [-0.0806, -0.0859, 0.0896], [-0.2066, -0.1627, 0.1356], [0.1448, 0.0276, 0.0739], [0.1465, 0.0485, 0.0860], [-0.1067, -0.0727, 0.0421], [0.2790, 0.0093, -0.3238], [0.0933, 0.3505, 0.0394], [0.3988, -0.4569, 0.4056], [-0.3608, -0.0687, 0.0226], [0.1497, -0.0325, -0.5988], [-0.1285, -0.1033, 0.0830], [-0.1346, -0.0453, 0.0935], [0.0804, -0.0354, -0.1271], [0.1239, -0.1201, -0.2624], [0.0796, 0.1299, 0.0865], [0.0942, 0.1257, 0.1078], [0.0379, -0.0703, -0.1265], [-0.3269, 0.2730, 0.2655], [0.2154, -0.3046, -0.0293], [-0.3949, 0.0226, 0.5704], [0.1555, 0.3112, -0.1053], [-0.2264, -0.0362, -0.1965], [0.0831, 0.1487, 0.0010], [0.0567, 0.1693, 0.0459], [-0.1181, -0.0381, -0.0375], [-0.2590, -0.0350, -0.1010], [0.1049, -0.1294, 0.0414], [0.0848, -0.1167, 0.0703], [-0.1253, 0.0129, -0.0438], [0.3944, -0.0254, -0.1656], [-0.2328, -0.1190, -0.2777], [0.2669, 0.6274, -0.0122], [-0.0927, -0.1223, 0.3390], [0.1847, -0.1188, -0.0986], [-0.0582, 0.0042, 0.1694], [-0.0572, 0.0190, 0.1497], [0.1056, 0.0081, -0.0536], [0.2712, 0.0017, -0.0625], [-0.1181, -0.0135, -0.1153], [-0.1202, 0.0442, -0.1428], [0.1214, 0.0033, 0.0031], [-0.2752, -0.3239, 0.0837]],
  "homo_lumo_gap_ha": 0.2536,
  "relative_energy_kj_mol": 1590.21,
  "charge": 1,
  "energy_ha": -9725.67010
}